Entry 1:
Here is a molecular structure, C32H28FI2IrN5O6S at a distorted geometry from the Open Molecules 2025 dataset. Energies are from wB97M-V/def2-TZVPD.

Structure (XYZ):
```
76
Properties=species:S:1:pos:R:3:lowdin_charge:R:1
Ir 0.114 0.311 -0.124 1.59
I -5.141 4.801 3.682 0.87
C -3.515 3.720 2.948 -0.74
C -2.583 3.188 3.829 -0.22
C -1.500 2.502 3.317 -0.61
I -0.058 1.719 4.613 0.97
C -1.285 2.344 1.931 -0.43
O -0.175 1.765 1.512 -0.29
C -2.268 2.855 1.079 -0.15
C -2.186 2.602 -0.390 -0.14
N -0.821 2.401 -0.887 -0.09
C -0.755 2.401 -2.348 -0.12
C 0.312 1.486 -2.810 -0.31
C 1.066 1.748 -4.023 -0.02
C 2.008 0.908 -4.433 -0.03
C 2.289 -0.371 -3.707 -0.26
C 1.070 -0.752 -2.824 -0.71
N 0.497 0.428 -2.115 -0.11
C -3.361 3.545 1.587 -0.11
H -2.700 3.302 4.898 0.08
H -2.662 3.435 -0.919 0.14
H -2.748 1.699 -0.645 0.12
H -0.185 3.093 -0.506 0.13
H -0.609 3.409 -2.745 0.14
H -1.704 2.017 -2.738 0.15
H 0.866 2.664 -4.565 0.11
H 2.625 1.157 -5.290 0.13
H 3.155 -0.214 -3.045 0.15
H 1.354 -1.526 -2.118 0.05
H -4.098 3.951 0.904 0.11
O -1.951 -0.476 -0.546 -0.09
N -1.543 -1.654 -0.715 -0.53
O -2.236 -2.579 -0.967 0.16
O -0.264 -1.784 -0.554 -0.13
S -0.347 -1.418 -3.729 0.51
C 2.609 -1.532 -4.618 -0.25
C 3.300 -2.622 -4.103 -0.04
C 3.483 -3.769 -4.860 -0.08
C 2.991 -3.827 -6.156 -0.09
C 2.360 -2.717 -6.700 -0.08
C 2.162 -1.580 -5.932 -0.07
H 3.689 -2.574 -3.090 0.11
H 3.991 -4.625 -4.434 0.10
H 3.089 -4.737 -6.735 0.10
H 2.001 -2.744 -7.721 0.10
H 1.631 -0.736 -6.356 0.11
O -5.066 -0.770 6.471 -0.02
C -4.798 -1.865 5.630 -0.24
N -3.450 -1.870 5.108 0.10
C -3.170 -1.312 3.900 -0.43
O -3.999 -0.715 3.241 0.09
C -1.766 -1.489 3.392 -0.10
C -0.848 -2.410 3.869 0.01
C 0.407 -2.471 3.286 -0.01
C 0.710 -1.608 2.253 -0.08
N -0.185 -0.739 1.775 -0.05
C -1.395 -0.687 2.327 -0.09
H -5.131 0.024 5.928 0.09
H -5.469 -1.888 4.773 0.13
H -4.938 -2.759 6.232 0.13
H -2.701 -2.105 5.735 0.13
H -1.103 -3.096 4.668 0.12
H 1.146 -3.183 3.622 0.12
H 1.688 -1.597 1.794 0.11
H -2.119 0.004 1.921 0.12
F 6.011 1.114 1.328 0.06
C 4.722 0.968 0.960 -0.29
C 3.863 2.040 1.084 0.00
C 2.534 1.880 0.714 -0.09
C 2.067 0.663 0.228 -0.30
C 2.971 -0.388 0.090 -0.14
C 4.304 -0.248 0.464 -0.01
H 4.231 2.980 1.474 0.12
H 1.860 2.718 0.830 0.09
H 2.648 -1.337 -0.328 0.10
H 5.005 -1.067 0.378 0.12
```

The charge is 0. Its LUMO energy (alpha / beta) is -1.558 / -2.102 eV. Its electronic energy is -85960.587 eV. The energy above the lowest of the compared OMol25 structures with the same formula, charge and spin comes out at 222.8 kJ/mol. As for the spin multiplicity: 2. As for the gap between HOMO and LUMO (alpha / beta): 5.054 / 4.466 eV.

---

Entry 2:
Here is a molecular structure, C58H54N5O4S2Sn from the Open Molecules 2025 dataset. Energies are from wB97M-V/def2-TZVPD.

Structure (XYZ):
```
124
Properties=species:S:1:pos:R:3:lowdin_charge:R:1
Sn 0.409 -1.427 -1.333 1.46
C -4.470 -2.243 3.522 -0.06
C -3.218 -2.352 2.690 -0.28
C -1.990 -2.196 3.255 -0.03
C -0.711 -2.419 2.641 -0.02
C -0.478 -2.330 1.317 -0.38
N 0.598 -2.610 0.533 -0.04
C 1.500 -3.605 0.936 -0.24
C 1.062 -4.735 1.638 -0.02
C 1.926 -5.728 2.048 -0.03
C 3.286 -5.667 1.749 -0.27
C 4.240 -6.743 2.190 -0.04
C 3.719 -4.588 1.000 0.02
C 2.855 -3.566 0.608 -0.13
N 3.409 -2.505 -0.167 -0.05
C 4.701 -2.113 -0.191 -0.04
C 4.862 -1.244 -1.242 -0.02
C 3.594 -1.140 -1.816 -0.13
N 2.723 -1.910 -1.167 -0.04
C -2.473 -2.565 0.368 -0.25
C -3.387 -2.775 1.320 0.04
N -2.470 -3.133 -0.927 -0.03
C -3.265 -4.106 -1.431 -0.02
C -2.962 -4.223 -2.763 -0.02
C -1.944 -3.278 -2.979 -0.12
N -1.651 -2.617 -1.871 -0.02
H -4.245 -1.873 4.520 0.08
H -4.955 -3.217 3.622 0.08
H -5.195 -1.567 3.064 0.07
H -1.969 -1.989 4.320 0.12
H 0.121 -2.699 3.275 0.12
H 0.008 -4.819 1.867 0.12
H 1.535 -6.576 2.598 0.12
H 3.958 -7.132 3.168 0.08
H 5.259 -6.365 2.256 0.08
H 4.240 -7.582 1.492 0.09
H 4.755 -4.552 0.688 0.12
H 5.405 -2.453 0.548 0.13
H 5.764 -0.738 -1.533 0.11
H 3.255 -0.534 -2.640 0.11
H -4.286 -3.322 1.061 0.12
H -3.961 -4.649 -0.817 0.13
H -3.401 -4.901 -3.472 0.11
H -1.410 -3.057 -3.889 0.10
C -6.142 4.277 4.154 -0.05
C -4.978 3.581 3.501 -0.27
C -3.764 4.239 3.322 -0.03
C -2.692 3.607 2.711 -0.09
C -2.822 2.296 2.265 -0.50
C -4.025 1.624 2.443 -0.09
C -5.091 2.269 3.052 -0.04
S -1.411 1.486 1.533 1.02
O -1.448 -1.692 0.533 -0.11
C -1.780 1.671 -0.206 -0.44
C -2.716 0.793 -0.807 -0.09
C -2.976 0.863 -2.142 -0.02
C -2.299 1.799 -2.961 -0.16
C -2.526 1.862 -4.358 -0.04
C -1.849 2.756 -5.135 -0.08
C -0.909 3.633 -4.549 -0.06
C -0.680 3.605 -3.204 0.00
C -1.373 2.689 -2.370 -0.11
C -1.139 2.624 -0.962 -0.19
C -0.210 3.611 -0.336 -0.18
C -0.694 4.915 -0.026 -0.11
C -2.050 5.278 -0.237 -0.01
C -2.495 6.520 0.109 -0.06
C -1.612 7.466 0.677 -0.06
C -0.305 7.143 0.894 -0.03
C 0.187 5.858 0.553 -0.15
C 1.534 5.493 0.793 -0.01
C 1.983 4.242 0.499 -0.03
C 1.098 3.298 -0.064 -0.28
S 1.580 1.634 -0.528 0.91
O 2.071 1.664 -1.942 -0.50
C 2.990 1.413 0.541 -0.40
C 2.788 0.762 1.751 -0.06
C 3.868 0.547 2.592 -0.03
C 5.148 0.972 2.237 -0.27
C 6.311 0.731 3.162 -0.04
C 5.324 1.613 1.014 -0.03
C 4.255 1.826 0.157 -0.09
H -5.800 5.031 4.862 0.08
H -6.778 3.569 4.684 0.08
H -6.757 4.780 3.405 0.09
H -3.656 5.261 3.666 0.12
H -1.751 4.124 2.578 0.10
H -4.118 0.597 2.115 0.09
H -6.026 1.739 3.190 0.11
H -3.226 0.073 -0.183 0.10
H -3.697 0.193 -2.595 0.12
H -3.252 1.188 -4.798 0.11
H -2.031 2.800 -6.201 0.11
H -0.368 4.331 -5.174 0.11
H 0.044 4.278 -2.763 0.12
H -2.733 4.553 -0.660 0.12
H -3.533 6.785 -0.048 0.11
H -1.980 8.449 0.942 0.11
H 0.376 7.863 1.330 0.12
H 2.209 6.227 1.215 0.12
H 3.014 3.980 0.692 0.10
H 1.792 0.432 2.031 0.11
H 3.717 0.045 3.540 0.12
H 6.242 1.372 4.044 0.09
H 7.260 0.937 2.671 0.08
H 6.320 -0.301 3.515 0.08
H 6.315 1.943 0.723 0.12
H 4.392 2.303 -0.806 0.12
C 0.888 0.059 -4.622 -0.06
O 1.207 -1.151 -3.934 -0.33
C 1.159 -2.301 -4.745 -0.20
C 1.597 -3.467 -3.902 -0.18
O 0.746 -3.559 -2.763 -0.34
C 0.961 -4.765 -2.036 -0.06
H 1.614 0.240 -5.419 0.10
H 0.937 0.864 -3.892 0.07
H -0.116 0.002 -5.053 0.09
H 1.828 -2.203 -5.607 0.14
H 0.139 -2.458 -5.120 0.12
H 2.635 -3.340 -3.576 0.13
H 1.520 -4.387 -4.490 0.14
H 0.718 -5.626 -2.663 0.11
H 0.302 -4.746 -1.172 0.08
H 1.998 -4.839 -1.700 0.10
```

The charge is +1. Its LUMO energy is -1.878 eV. Its electronic energy is -104159.284 eV. As for the gap between HOMO and LUMO: 7.429 eV.

---

Entry 3:
Here is 12 unconnected molecules or ions with the total composition C12H48N14O12 at a distorted geometry from the Open Molecules 2025 dataset. Energies are from wB97M-V/def2-TZVPD.

Structure (XYZ):
```
86
Properties=species:S:1:pos:R:3:lowdin_charge:R:1
N 0.378 0.799 -3.470 0.18
C 0.018 0.308 -4.698 -0.69
N -0.811 1.100 -5.372 0.16
O 0.332 -0.813 -5.125 -0.01
H 0.201 1.716 -3.085 0.05
H 1.022 0.115 -3.087 0.08
H -1.036 1.977 -4.886 0.11
H -1.330 0.862 -6.209 0.12
N 0.127 -3.029 -0.705 0.22
C 0.560 -2.429 -1.828 -0.58
N -0.013 -2.768 -2.973 0.20
O 1.592 -1.610 -1.808 -0.09
H -0.829 -3.378 -0.693 0.09
H 0.476 -2.513 0.085 0.07
H -0.866 -3.332 -3.042 0.14
H 0.447 -2.417 -3.768 0.07
N 0.784 4.166 0.803 0.18
C -0.182 4.866 1.416 -0.66
N -0.355 4.661 2.739 0.18
O -0.963 5.597 0.759 -0.04
H 1.516 3.660 1.331 0.12
H 0.913 4.310 -0.216 0.10
H 0.408 4.231 3.235 0.05
H -0.718 5.471 3.163 0.10
N -4.026 2.094 -0.423 0.13
C -3.452 3.321 -0.724 -0.64
N -3.148 4.108 0.354 0.17
O -3.101 3.586 -1.876 0.00
H -4.309 1.537 -1.245 0.11
H -4.710 2.170 0.319 0.10
H -3.427 3.739 1.254 0.10
H -2.446 4.860 0.306 0.06
N -3.686 -1.284 -0.190 0.17
C -2.906 -1.832 -1.138 -0.66
N -2.227 -0.928 -1.912 0.18
O -2.812 -3.068 -1.203 -0.02
H -3.514 -0.277 0.069 0.08
H -3.974 -1.922 0.495 0.09
H -1.641 -1.269 -2.687 0.08
H -2.120 0.049 -1.779 0.08
N 2.195 0.930 4.717 0.13
C 1.026 1.693 4.678 -0.65
N -0.127 1.020 4.871 0.20
O 1.101 2.888 4.432 0.00
H 2.173 -0.102 4.654 0.11
H 3.019 1.491 4.470 0.11
H -0.914 1.529 4.633 0.08
H -0.120 0.030 4.791 0.09
N -1.390 1.277 1.091 0.20
C -1.999 0.492 1.993 -0.69
N -1.487 -0.769 2.179 0.15
O -2.963 0.804 2.739 -0.04
H -1.610 2.263 1.030 0.08
H -0.626 0.914 0.544 0.07
H -0.643 -1.102 1.696 0.06
H -1.629 -1.038 3.133 0.09
C 0.514 4.391 -2.875 -0.14
O -0.251 3.372 -2.231 -0.16
H 1.316 4.702 -2.238 0.05
H 0.961 4.080 -3.824 0.08
H 0.026 5.372 -3.016 0.10
H -1.191 3.588 -2.142 0.04
C 3.963 -3.618 -2.480 -0.14
O 4.013 -2.899 -1.253 -0.14
H 3.530 -2.884 -3.214 0.10
H 4.920 -3.946 -2.847 0.06
H 3.403 -4.566 -2.337 0.08
H 3.320 -2.256 -1.203 0.02
C 2.892 -5.785 0.794 -0.12
O 2.857 -4.413 1.218 -0.15
H 3.935 -6.034 0.714 0.07
H 2.468 -6.407 1.632 0.10
H 2.400 -5.947 -0.138 0.06
H 3.214 -3.822 0.551 0.05
C -0.201 -3.823 2.748 -0.13
O 0.798 -2.787 2.488 -0.17
H -0.443 -4.040 3.852 0.10
H -1.119 -3.408 2.322 0.05
H 0.069 -4.801 2.303 0.08
H 1.555 -3.305 2.191 0.03
C 1.906 0.266 1.078 -0.18
O 0.878 -0.433 0.546 -0.17
H 2.000 1.228 0.608 0.07
H 1.971 0.484 2.107 0.04
H 2.912 -0.190 1.107 0.10
H 1.211 -0.875 -0.297 0.06
```

The charge is 0. The SMILES is NC(N)=O.NC(N)=O.NC(N)=O.NC(N)=O.NC(N)=O.NC(N)=O.NC(N)=O.CO.CO.CO.CO.CO. Its LUMO energy is 0.404 eV. Its electronic energy is -58660.391 eV. The energy above the lowest of the compared OMol25 structures with the same formula, charge and spin comes out at 39.6 kJ/mol. As for the gap between HOMO and LUMO: 10.213 eV.

---

Entry 4:
Here is 2 unconnected molecules or ions with the total composition C4H8O2 from the Open Molecules 2025 dataset. Energies are from wB97M-V/def2-TZVPD.

Structure (XYZ):
```
14
Properties=species:S:1:pos:R:3:lowdin_charge:R:1
C -0.261 1.145 0.913 -0.06
C 0.650 0.019 0.461 -0.31
C 0.017 -1.358 0.594 -0.25
O -1.115 -1.547 0.960 0.05
C 1.119 0.168 -0.979 -0.25
O 0.743 1.038 -1.723 0.05
H 0.263 2.103 0.864 0.09
H -1.142 1.207 0.270 0.08
H -0.599 0.976 1.939 0.09
H 1.572 -0.027 1.066 0.15
H 0.677 -2.210 0.319 0.13
H 1.845 -0.600 -1.321 0.13
H -2.056 -0.656 -1.419 0.05
H -1.713 -0.257 -1.945 0.05
```

The charge is 0. The SMILES is CC(C=O)C=O.[H][H]. Its LUMO energy is 0.454 eV. Its electronic energy is -8371.025 eV. The energy above the lowest of the compared OMol25 structures with the same formula, charge and spin comes out at 217.8 kJ/mol. As for the gap between HOMO and LUMO: 10.553 eV.